Below is a cluster of 13 separate species, C35H83F3N8O18 in total, with properties calculated with the ωB97M-V functional and the def2-TZVPD basis.

The geometry in XYZ format:
```
147
Properties=species:S:1:pos:R:3:lowdin_charge:R:1
C 6.55895 3.29280 17.05978 0.001
C 5.82460 4.64089 17.31358 -0.428
C 6.52173 5.33058 18.50021 -0.116
C 6.20638 6.83679 18.65639 -0.156
C 6.53082 7.51541 17.35629 -0.145
C 5.69090 7.04964 16.10228 -0.383
N 5.75609 5.53824 16.08448 0.078
O 5.26253 4.98631 15.07244 0.211
C 6.56884 7.56259 14.89476 0.033
C 4.26252 7.53448 16.16902 0.020
C 4.39937 4.35345 17.75274 -0.019
H 6.63116 2.78915 18.02368 0.102
H 7.58426 3.33288 16.69499 0.098
H 5.92012 2.67936 16.42522 0.090
H 7.60187 5.20319 18.41307 0.127
H 6.20696 4.75984 19.37306 0.129
H 6.77416 7.28530 19.47159 0.122
H 5.16408 7.09009 18.86328 0.112
H 7.62171 7.44788 17.31832 0.124
H 6.42039 8.59583 17.46025 0.103
H 6.98234 8.55443 15.05937 0.077
H 5.89836 7.55147 14.03490 0.074
H 7.34784 6.84015 14.65291 0.093
H 3.63384 7.21460 15.33531 0.092
H 4.30180 8.60959 15.97652 0.104
H 3.71736 7.35685 17.09419 0.091
H 4.32393 3.64906 18.58312 0.111
H 3.81793 3.73620 17.06288 0.100
H 3.75495 5.18664 18.03016 0.091
C 4.49084 12.46225 16.49856 -0.401
O 3.47054 11.47185 16.46892 -0.114
O 4.49076 13.04698 17.75587 -0.193
C 5.81614 11.77820 16.00506 -0.538
F 5.77507 11.13736 14.84388 0.139
F 6.71648 12.79949 15.87481 0.103
F 6.32666 10.91351 16.89141 0.131
C 2.09515 11.85148 16.36965 -0.236
C 1.17545 10.63808 16.34651 -0.058
H 1.53717 9.89908 15.63036 0.036
H 1.16363 10.08906 17.28948 0.070
H 0.16975 11.00634 16.14632 0.084
H 1.80302 12.51620 15.55368 0.107
H 1.79669 12.38096 17.27711 0.098
H 4.21986 13.11411 15.65873 0.144
C 7.01778 13.42956 20.29018 -0.210
C 6.52896 14.87094 20.17597 -0.226
O 5.13183 14.98990 19.90021 -0.082
O 7.19032 12.96029 18.95730 -0.116
H 6.24872 12.82747 20.77787 0.111
H 7.92417 13.43281 20.89541 0.118
H 7.08548 15.46867 19.45424 0.107
H 6.65358 15.17793 21.21713 0.117
H 4.88233 14.55085 19.07466 0.027
H 6.38890 12.89409 18.42537 0.023
C 2.73392 10.34134 13.02654 -0.196
C 3.81301 10.19438 11.95815 -0.246
O 4.75435 9.25095 12.35490 -0.058
O 1.80061 9.22912 12.86900 -0.077
H 2.20861 11.29021 12.94848 0.084
H 3.25120 10.33570 13.98971 0.098
H 4.21438 11.18416 11.74312 0.110
H 3.28822 9.85718 11.06010 0.129
H 4.28968 8.48427 12.69830 0.056
H 2.35219 8.45503 12.72852 0.059
C 10.16537 9.56276 15.54712 -0.247
C 9.19941 10.69852 15.26010 -0.222
O 9.54901 11.45607 14.09071 -0.069
O 10.29028 8.60960 14.51809 -0.055
H 9.76944 9.05384 16.43153 0.106
H 11.18239 9.87955 15.78544 0.125
H 9.02842 11.40339 16.07177 0.117
H 8.22846 10.33994 14.90857 0.088
H 9.47722 11.00111 13.24914 0.085
H 10.05500 7.76248 14.89976 0.072
C 3.13864 11.26013 20.85660 -0.226
C 4.28763 10.37739 20.46363 -0.251
O 4.43315 10.19948 19.06595 -0.087
O 3.20562 12.62341 20.41653 -0.059
H 2.86574 11.14084 21.90446 0.125
H 2.27631 10.82422 20.33696 0.100
H 4.06662 9.44410 20.98437 0.122
H 5.23913 10.79188 20.80629 0.097
H 4.43453 11.09178 18.68440 0.039
H 3.44128 12.65288 19.48182 0.027
O -1.84816 6.69322 15.37383 0.016
C -1.06705 7.60771 15.12902 -0.609
N 0.22523 7.43135 15.40546 0.166
C -1.56209 8.87747 14.51999 -0.001
H 0.49075 6.60076 15.90963 0.103
H 0.90560 8.17329 15.37604 0.051
H -2.37288 8.60144 13.84818 0.090
H -0.75701 9.34950 13.95500 0.063
H -1.95676 9.57296 15.25996 0.088
O 7.66129 9.50300 21.63514 0.013
C 8.35602 9.97522 20.74183 -0.608
N 7.89079 10.23184 19.50944 0.186
C 9.73638 10.42407 21.14212 -0.013
H 8.40411 10.75358 18.82034 0.096
H 6.89412 10.06063 19.48920 0.077
H 9.69584 10.71822 22.18932 0.085
H 10.13986 11.26930 20.58278 0.075
H 10.46474 9.61509 21.07246 0.078
O -1.67349 8.94867 21.37096 0.030
C -1.21633 8.10839 20.60384 -0.620
N -0.14775 8.33239 19.86956 0.164
C -1.83362 6.72153 20.49578 -0.012
H 0.08376 7.56923 19.25460 0.096
H 0.32352 9.22278 19.88595 0.102
H -1.95369 6.34734 19.47833 0.074
H -2.81628 6.76194 20.96290 0.082
H -1.28623 5.96477 21.05947 0.079
O 1.96788 13.24188 11.52500 0.008
C 1.03093 13.79703 12.11753 -0.595
N 0.82972 15.10126 11.96778 0.173
C 0.08618 13.04780 13.02850 0.002
H 1.48816 15.52288 11.32986 0.123
H 0.06833 15.55079 12.44761 0.110
H -0.63708 13.66790 13.55707 0.081
H 0.63102 12.41528 13.72610 0.044
H -0.47315 12.40068 12.35073 0.096
O 5.81434 14.42324 11.05648 0.019
C 5.90407 14.15272 12.24976 -0.600
N 6.14762 12.88473 12.56902 0.171
C 5.49007 15.08381 13.35881 0.007
H 6.34519 12.27738 11.79023 0.116
H 6.26748 12.61275 13.53145 0.064
H 6.14874 15.00838 14.22307 0.061
H 4.46473 14.77184 13.57108 0.082
H 5.36031 16.11871 13.04804 0.089
O 7.83370 17.52279 16.36002 0.010
C 7.19660 16.49659 16.57908 -0.610
N 7.85054 15.35096 16.73428 0.177
C 5.68501 16.52857 16.77817 -0.005
H 8.83996 15.33495 16.55290 0.125
H 7.28077 14.57096 17.02265 0.061
H 5.38657 15.51019 16.51714 0.054
H 5.19023 17.22266 16.10168 0.082
H 5.37935 16.73451 17.80355 0.077
O -0.23971 16.81858 17.12603 0.002
C 0.80478 16.26584 17.48084 -0.613
N 1.98741 16.77969 17.17663 0.174
C 0.75773 14.90120 18.08298 -0.002
H 2.21553 17.59724 16.63622 0.116
H 2.78800 16.34764 17.61490 0.087
H 0.21372 14.17706 17.48222 0.082
H 0.27113 15.00145 19.05435 0.095
H 1.78209 14.62893 18.34360 0.065
```

ΔE to the lowest compared entry with this formula, charge and spin (kJ/mol): 56.36
E_LUMO (eV): -5.11
E (a.u.): -3475.225829